1.
Computed, not measured: one molecule with the formula C6H13NO in a non-equilibrium geometry, with the ωB97M-V functional and the def2-TZVPD basis.

structure (SMILES)	CN1CCC[C@H]1CO
LUMO level	0.946	eV
energy above the lowest of the compared OMol25 structures with the same formula, charge and spin	2.041	eV
gap between HOMO and LUMO	9.272	eV

```
21
Properties=species:S:1:pos:R:3:forces:R:3
C -0.6331 1.9893 -1.2207 0.6880 0.2946 -0.3672
N -0.6848 0.6783 -0.6048 -0.3321 0.2223 0.4835
C -1.7266 0.5192 0.4355 -0.6935 2.6767 -0.8691
C -1.1889 -0.4013 1.4592 0.5707 0.0518 1.4091
C 0.3553 -0.2488 1.4217 -0.5236 -0.4382 -1.4509
C 0.5816 0.2180 -0.0770 1.6291 -1.8762 0.9207
C 0.9906 -1.0379 -0.8626 -1.5261 -1.1427 0.2955
O 2.1068 -1.7694 -0.3867 0.1559 0.4067 0.2623
H -1.5985 2.4578 -1.4536 0.0286 -0.5517 0.2774
H -0.0577 2.6918 -0.5973 -0.1876 0.1328 0.0488
H -0.0902 1.9211 -2.1723 -0.0978 0.0105 0.1018
H -2.6515 0.2788 -0.1105 0.1148 -0.4439 0.5939
H -1.9488 1.5271 0.9191 0.3347 -0.8132 -0.4256
H -1.4190 -0.1033 2.4870 -0.8807 -0.3416 -0.2254
H -1.4771 -1.4447 1.2618 0.1975 0.3262 0.2515
H 0.9065 0.4598 2.0501 -0.9327 -0.0740 0.4009
H 0.6187 -1.2756 1.7185 1.1299 0.4867 -0.6213
H 1.4287 0.9194 -0.0621 -0.4755 0.4105 -0.3370
H 1.0622 -0.9090 -1.9418 -0.0923 0.3488 -0.0818
H 0.1210 -1.7103 -0.6611 0.4238 0.2982 -0.5690
H 2.8203 -1.6189 -0.9994 0.4688 0.0159 -0.0977
```
Positions in Å, forces in eV/Å.

Charges in e, computed with Mulliken, in the same order as the atoms:
1 C -1.09
2 N 0.00
3 C -0.67
4 C -0.58
5 C -0.64
6 C -0.02
7 C -0.79
8 O -0.52
9 H 0.34
10 H 0.39
11 H 0.29
12 H 0.36
13 H 0.31
14 H 0.32
15 H 0.28
16 H 0.37
17 H 0.23
18 H 0.47
19 H 0.39
20 H 0.23
21 H 0.33

***

2.
Computed, not measured: C8H20O10S3V as an isolated structure in a non-equilibrium geometry, with the ωB97M-V functional and the def2-TZVPD basis.

<S²>	2.038
LUMO level (alpha / beta)	-2.747 / -7.452	eV
multiplicity	3
charge	+1
gap between HOMO and LUMO (alpha / beta)	8.139 / 4.091	eV

```
42
Properties=species:S:1:pos:R:3:forces:R:3
O -21.0764 -11.2365 -13.7826 0.2836 0.0548 2.5699
V -20.6718 -11.4977 -12.2291 -0.4443 0.7605 -3.7616
O -17.0697 -9.7500 -12.5964 0.4806 1.4592 -0.3743
C -18.2673 -10.2286 -12.5087 -2.4362 -4.9331 -0.0033
O -19.2203 -9.7023 -11.9477 -1.4816 3.6185 1.8195
O -18.5281 -11.3841 -12.9131 0.6173 -2.2956 -0.8154
H -17.4120 -8.8647 -12.4526 1.5540 1.7009 0.3883
O -24.4214 -10.5001 -11.4641 0.4880 0.3072 -0.6625
C -23.1202 -10.6874 -11.5658 4.6537 4.5806 1.8297
O -22.1718 -9.8246 -11.5054 -1.8095 0.6374 -0.6924
O -22.7094 -11.8387 -11.5754 0.8447 -5.0097 -0.9586
H -24.4920 -11.4388 -11.6524 -2.4850 -1.0332 0.1367
C -20.5754 -16.2550 -13.9367 0.0221 1.5202 0.3527
S -20.0087 -14.9889 -12.6344 -1.0473 1.4605 -0.1513
O -20.4203 -13.5044 -12.9679 0.3260 -2.9491 -0.2023
C -21.1574 -15.3623 -11.2797 0.6086 -0.0151 -0.1799
H -20.1281 -17.2197 -13.6974 0.0701 0.2000 0.2805
H -20.1664 -15.8838 -14.8765 -0.0094 -0.0690 0.0403
H -21.6620 -16.3174 -13.9950 0.0972 0.0991 0.1212
H -21.1410 -14.3977 -10.7725 -0.2720 -0.1420 0.2119
H -20.6907 -16.1277 -10.6597 -0.1867 -0.0924 0.0220
H -22.1631 -15.6417 -11.5935 0.1794 0.1027 -0.1256
C -17.3038 -13.0430 -10.2652 -1.4348 -0.6776 0.9954
S -18.8955 -12.4091 -9.3477 1.3835 -0.0854 -0.5430
O -19.9950 -12.2772 -10.3856 -0.0917 -0.5195 0.3753
C -19.2288 -13.8578 -8.2415 -0.0165 -0.2035 -0.2659
H -16.6267 -12.2355 -10.5438 -0.3202 0.0654 0.3933
H -17.5218 -13.6584 -11.1381 -0.5624 0.3571 -0.0908
H -16.9347 -13.7503 -9.5226 0.6112 0.3818 0.0519
H -19.9738 -13.6887 -7.4640 -0.3228 0.7448 -0.4651
H -18.3367 -14.0511 -7.6457 0.3617 0.0810 -0.4329
H -19.5363 -14.7567 -8.7759 0.2450 0.0994 -0.2288
C -22.5399 -10.6047 -16.3474 -0.1790 -0.9626 1.0696
S -21.4710 -9.1195 -15.9991 -0.7981 -0.6867 -2.6887
O -20.2340 -8.9812 -16.8991 -1.7978 -0.4033 1.3080
C -22.7161 -7.8698 -16.5397 0.0623 1.3764 0.8595
H -22.8965 -10.8910 -17.3369 0.9144 0.8988 -0.5945
H -23.4697 -10.3923 -15.8197 0.1537 0.5478 0.4101
H -22.1693 -11.4988 -15.8461 0.6109 0.3295 0.0310
H -23.6957 -8.2167 -16.8686 0.4923 -0.8647 -0.1787
H -22.3122 -7.1567 -17.2583 0.4246 -0.4207 -0.0895
H -22.9465 -7.2723 -15.6577 0.2103 -0.0205 0.2383
```
Positions in Å, forces in eV/Å.

Charges in e, computed with Mulliken, in the same order as the atoms:
1 O -0.40
2 V 1.07
3 O -0.44
4 C 0.92
5 O -0.63
6 O -0.59
7 H 0.34
8 O -0.47
9 C 1.05
10 O -0.67
11 O -0.63
12 H 0.35
13 C -1.02
14 S 0.44
15 O -0.53
16 C -0.71
17 H 0.38
18 H 0.36
19 H 0.33
20 H 0.06
21 H 0.37
22 H 0.39
23 C -0.87
24 S 0.41
25 O -0.52
26 C -0.95
27 H 0.33
28 H 0.23
29 H 0.44
30 H 0.36
31 H 0.45
32 H 0.22
33 C -0.85
34 S 0.85
35 O -0.31
36 C -0.94
37 H 0.44
38 H 0.36
39 H 0.29
40 H 0.34
41 H 0.38
42 H 0.38

***

3.
Computed, not measured: C2H6O4S2 as an isolated structure in a non-equilibrium geometry, with the ωB97M-V functional and the def2-TZVPD basis.

LUMO level	0.304	eV
energy above the lowest of the compared OMol25 structures with the same formula, charge and spin	3.042	eV
gap between HOMO and LUMO	10.549	eV

```
14
Properties=species:S:1:pos:R:3:forces:R:3
C -1.0099 0.6282 -0.5799 -0.3090 1.3886 0.7507
C 0.1285 0.2155 0.3793 1.8154 -0.1948 0.8097
O 1.4690 2.4863 0.0898 0.2815 1.0098 0.9560
O 2.6133 0.4336 0.9361 -0.1084 1.0738 0.1098
O 2.8986 -1.1183 -0.8780 0.7541 -2.5096 -1.7484
O 1.9756 0.7584 -1.5240 -0.7582 1.1520 0.3094
S 3.4514 -0.8741 0.4109 1.0029 -0.9731 1.0785
S 1.5977 1.1116 -0.1951 -1.3416 -0.1984 -0.2909
H -1.7097 -0.1255 -0.8400 -0.7336 -1.0057 0.5258
H -1.5798 1.5415 -0.2045 0.8578 -1.2637 -0.3467
H -0.6441 0.8728 -1.5749 0.5675 0.2814 0.1218
H 0.6218 -0.7977 0.3232 -1.4695 0.4246 -0.4498
H 0.1074 0.3968 1.5351 -0.5498 0.1244 -2.2854
H 2.8129 -1.8719 1.1581 -0.0090 0.6908 0.4595
```
Positions in Å, forces in eV/Å.

Charges in e, computed with Mulliken, in the same order as the atoms:
1 C -1.15
2 C -0.24
3 O -0.58
4 O -0.31
5 O -0.46
6 O -0.52
7 S 0.45
8 S 1.06
9 H 0.38
10 H 0.27
11 H 0.35
12 H 0.25
13 H 0.36
14 H 0.12

***

4.
Computed, not measured: an isolated ion of composition C3H7N4O and charge +1 in a non-equilibrium geometry, with the ωB97M-V functional and the def2-TZVPD basis.

structure (SMILES)	[NH+]#CN(O)C=C(N)N
LUMO level (alpha / beta)	-4.850 / -4.850	eV
charge	+1
energy above the lowest of the compared OMol25 structures with the same formula, charge and spin	4.549	eV
gap between HOMO and LUMO (alpha / beta)	8.074 / 8.073	eV

```
15
Properties=species:S:1:pos:R:3:forces:R:3
N 1.3502 -1.7602 -1.0116 1.6571 2.4648 -0.2570
C 1.6275 -0.5577 -0.8770 -0.1129 -4.1130 -0.4697
N 1.4480 0.5363 -0.3045 -0.2609 2.5325 0.0632
O 2.5064 1.3922 0.0465 1.3084 -4.7189 0.5544
C 0.1155 0.9013 -0.1928 0.5578 -0.2091 1.3893
C -0.8331 0.0877 0.3894 -0.4767 -2.1984 -0.6089
N -0.9248 -1.2875 0.6122 1.9915 1.0491 0.0329
N -2.0536 0.5676 0.4921 -3.0083 1.4014 0.9990
H 1.6010 -2.1520 -1.9214 -0.3233 -0.2424 -0.0428
H 2.2689 2.2703 -0.0284 -1.6329 3.1017 -0.5486
H -0.1149 1.9163 -0.3808 -0.2114 0.7255 -0.3450
H -1.8698 -1.6449 0.6558 0.5170 -0.2276 0.2236
H -0.1335 -1.8385 0.9399 -0.6430 0.1775 -0.3393
H -2.2975 1.5515 0.5142 0.4440 -0.2125 -0.3414
H -2.6904 0.0176 1.0663 0.1938 0.4697 -0.3096
```
Positions in Å, forces in eV/Å.

Charges in e, computed with Mulliken, in the same order as the atoms:
1 N -0.39
2 C 0.44
3 N 0.18
4 O -0.35
5 C -0.72
6 C 0.75
7 N -0.43
8 N -0.44
9 H 0.30
10 H 0.36
11 H 0.38
12 H 0.20
13 H 0.25
14 H 0.25
15 H 0.22